No. 1
The following is a quantum chemistry calculation of C19H34BBr21O4PS2 as an isolated structure at a distorted geometry, from OMol25.

Geometry (Å):
1 C 0.481 -4.099 2.316
2 C -0.216 -4.042 0.975
3 C -1.207 -2.889 0.817
4 C -2.146 -2.642 1.990
5 C -3.132 -3.808 2.085
6 B -2.840 -1.137 1.908
7 C -1.941 0.061 2.568
8 C -0.427 -0.030 2.434
9 C 0.113 0.831 1.261
10 C 1.433 1.452 1.535
11 O 1.629 2.589 1.321
12 O 2.451 0.704 2.025
13 C 2.651 -0.558 1.375
14 C 2.769 -0.452 -0.139
15 P -4.470 -1.223 3.021
16 S -6.170 -1.771 2.166
17 S -3.255 -0.576 0.137
18 C -4.164 -1.766 -0.841
19 O -2.061 -0.234 -0.623
20 O -4.125 0.576 0.250
21 H -0.204 -4.424 3.082
22 H 1.295 -4.807 2.308
23 H 0.869 -3.130 2.599
24 H 0.554 -3.889 0.228
25 H -0.652 -4.999 0.728
26 H -1.759 -3.085 -0.086
27 H -0.625 -2.009 0.593
28 H -1.587 -2.642 2.918
29 H -3.932 -3.773 1.363
30 H -3.529 -3.952 3.075
31 H -2.585 -4.717 1.880
32 H -2.188 0.097 3.623
33 H -2.261 1.015 2.172
34 H 0.011 0.403 3.327
35 H -0.023 -1.027 2.374
36 H 0.246 0.150 0.437
37 H -0.630 1.552 0.989
38 H 1.894 -1.271 1.659
39 H 3.587 -0.922 1.756
40 H 3.567 -1.092 -0.478
41 H 1.877 -0.800 -0.626
42 H 2.999 0.555 -0.433
43 H -4.652 0.097 3.494
44 H -4.178 -1.949 4.198
45 H -3.945 -2.795 -0.610
46 H -5.212 -1.590 -0.695
47 H -3.951 -1.533 -1.871
48 C 5.987 1.635 -2.542
49 Br 4.814 2.551 -1.329
50 Br 6.956 0.221 -1.662
51 Br 5.043 0.990 -4.091
52 H 6.715 2.352 -2.889
53 C -1.452 2.990 -2.254
54 Br -2.161 4.174 -3.605
55 Br -0.046 1.886 -2.951
56 Br -0.877 3.942 -0.689
57 H -2.257 2.332 -1.949
58 C -1.972 -8.777 0.802
59 Br -2.849 -7.571 -0.426
60 Br -0.523 -9.714 -0.058
61 Br -1.384 -7.914 2.411
62 H -2.700 -9.518 1.093
63 C 0.428 6.054 -5.762
64 Br -0.243 7.246 -7.122
65 Br 1.820 4.912 -6.442
66 Br 0.994 7.006 -4.192
67 H -0.391 5.413 -5.466
68 C -0.468 -5.123 -3.506
69 Br -1.570 -3.987 -2.405
70 Br 1.291 -5.361 -2.759
71 Br -1.297 -6.825 -3.911
72 H -0.350 -4.610 -4.447
73 C 0.956 8.443 0.071
74 Br 2.277 7.910 -1.221
75 Br -0.751 8.779 -0.753
76 Br 0.825 7.171 1.504
77 H 1.291 9.375 0.500
78 C 6.400 8.686 0.370
79 Br 7.012 10.087 -0.801
80 Br 4.922 9.268 1.462
81 Br 5.993 7.075 -0.599
82 H 7.213 8.455 1.040

Computed properties:
LUMO energy: 1.15 eV
Charge: -1
Electronic energy: -1530972.971 eV
Spin multiplicity: 1
Kohn-Sham gap: 6.0 eV
HOMO energy: -0.180 hartree
M: 2110.38 g/mol
Energy above the lowest of the compared OMol25 structures with the same formula, charge and spin: 43.80 kJ/mol

No. 2
The following is a quantum chemistry calculation of C6H12NO4S3 as an isolated structure at a distorted geometry, from OMol25.

Geometry (Å):
1 C 1.465 1.552 2.133
2 C -1.296 1.837 -0.194
3 C -2.091 -1.552 -0.507
4 C 0.205 0.624 1.591
5 C -0.111 0.945 0.184
6 C -0.564 -1.221 -0.571
7 N 2.633 1.023 1.776
8 O -0.957 -0.007 -2.818
9 O 1.215 2.598 2.724
10 O -0.584 -2.334 -3.026
11 O 1.284 -0.854 -2.302
12 S 2.346 -1.891 -0.069
13 S 0.419 -2.270 0.448
14 S -0.232 -1.143 -2.315
15 H -1.619 1.460 -1.221
16 H -2.071 1.780 0.556
17 H -0.983 2.863 -0.195
18 H -2.578 -0.655 -0.717
19 H -2.388 -2.082 0.532
20 H -2.538 -2.226 -1.282
21 H -0.766 0.815 2.167
22 H 0.457 -0.524 1.759
23 H 0.644 1.072 -0.497
24 H 2.707 0.019 1.420
25 H 3.501 1.542 1.930
26 H 1.902 -1.369 -1.507

Computed properties:
LUMO energy: 3.08 eV
Charge: -1
Electronic energy: -48602.383 eV
Spin multiplicity: 1
Kohn-Sham gap: 7.3 eV
HOMO energy: -0.154 hartree
M: 258.37 g/mol
Energy above the lowest of the compared OMol25 structures with the same formula, charge and spin: 176.90 kJ/mol

No. 3
The following is a quantum chemistry calculation of a 2-piece molecular cluster, C16H20O2 overall at a distorted geometry, from OMol25.

Geometry (Å):
1 C -0.819 -2.393 3.831
2 C 0.026 -3.552 3.260
3 C -0.917 -1.103 3.008
4 C -1.765 -1.089 1.918
5 C -0.318 0.039 3.543
6 C -2.010 0.129 1.251
7 C -0.488 1.219 2.768
8 C -1.381 1.313 1.627
9 O -1.757 2.415 0.844
10 H -1.778 -2.971 3.917
11 H -0.733 -2.219 4.880
12 H 1.156 -3.580 3.489
13 H -2.238 -1.995 1.588
14 H -0.199 0.266 4.629
15 H -2.707 0.044 0.519
16 H 0.168 2.102 3.075
17 H -1.106 3.141 1.029
18 H -0.131 -3.269 2.057
19 H -0.410 -4.524 3.585
20 C 0.286 -1.566 -3.714
21 C 1.397 -2.714 -3.524
22 C 0.723 -0.263 -2.939
23 C 1.037 0.861 -3.653
24 C 0.561 -0.309 -1.530
25 C 1.436 2.005 -3.033
26 C 0.735 0.938 -0.889
27 C 1.223 2.044 -1.691
28 O 1.584 3.245 -1.069
29 H 0.395 -1.563 -4.716
30 H -0.572 -1.963 -3.349
31 H 1.325 -3.443 -4.407
32 H 0.902 0.881 -4.661
33 H 0.474 -1.312 -1.056
34 H 1.782 2.823 -3.601
35 H 0.536 1.042 0.187
36 H 2.589 3.126 -0.895
37 H 1.253 -2.988 -2.448
38 H 2.333 -2.224 -3.425

Computed properties:
LUMO energy: 0.71 eV
Electronic energy: -21007.602 eV
Spin multiplicity: 1
Kohn-Sham gap: 9.3 eV
HOMO energy: -0.314 hartree
M: 244.33 g/mol
SMILES: CCc1ccc(O)cc1.CCc1ccc(O)cc1
Energy above the lowest of the compared OMol25 structures with the same formula, charge and spin: 452.12 kJ/mol

No. 4
The following is a quantum chemistry calculation of an isolated ion of composition H3NO3P and charge -1 at a distorted geometry, from OMol25.

Geometry (Å):
1 N -0.179 0.963 0.698
2 O -0.399 -1.580 0.258
3 O 0.268 -0.124 -1.672
4 O 1.901 -0.652 0.280
5 P 0.547 -0.363 -0.233
6 H 0.198 1.742 0.182
7 H -1.187 -1.101 0.011
8 H -1.148 1.115 0.476

Computed properties:
LUMO energy: 4.29 eV
Charge: -1
Electronic energy: -16974.512 eV
Spin multiplicity: 1
Kohn-Sham gap: 8.9 eV
HOMO energy: -0.171 hartree
M: 96.00 g/mol
SMILES: N[P@@](=O)([O-])O
Energy above the lowest of the compared OMol25 structures with the same formula, charge and spin: 20.44 kJ/mol

- Which formula does entry 4 have?
  H3NO3P